{
  "formula": "C27H75N3O12S9",
  "method": "ωB97M-V with the def2-TZVPD basis set",
  "species": ["C", "S", "O", "C", "H", "H", "H", "H", "H", "H", "C", "S", "O", "C", "H", "H", "H", "H", "H", "H", "C", "S", "O", "C", "H", "H", "H", "H", "H", "H", "C", "S", "O", "C", "H", "H", "H", "H", "H", "H", "C", "S", "O", "C", "H", "H", "H", "H", "H", "H", "C", "S", "O", "C", "H", "H", "H", "H", "H", "H", "C", "S", "O", "C", "H", "H", "H", "H", "H", "H", "C", "S", "O", "C", "H", "H", "H", "H", "H", "H", "C", "S", "O", "C", "H", "H", "H", "H", "H", "H", "C", "O", "N", "C", "C", "H", "H", "H", "H", "H", "H", "H", "C", "O", "N", "C", "C", "H", "H", "H", "H", "H", "H", "H", "C", "O", "N", "C", "C", "H", "H", "H", "H", "H", "H", "H"],
  "coordinates": [[2.793755, 3.749582, -4.176029], [3.841270, 2.561311, -3.248430], [3.168037, 2.422560, -1.902051], [3.382515, 1.057425, -4.091675], [3.167051, 3.855638, -5.203704], [2.888412, 4.663649, -3.619301], [1.758853, 3.338598, -4.038970], [3.502312, 1.085461, -5.197382], [2.329822, 0.940124, -3.843301], [3.956973, 0.274796, -3.618145], [3.897712, -4.236262, -1.180904], [4.542041, -2.562324, -0.955641], [3.531651, -1.881908, -0.016312], [5.958385, -2.858567, 0.075141], [3.044886, -4.195232, -1.863571], [3.595528, -4.743004, -0.265282], [4.654192, -4.783191, -1.753202], [6.636535, -3.542640, -0.427670], [5.605989, -3.265179, 1.036065], [6.529546, -1.922175, 0.214166], [0.624205, -1.218583, -2.597849], [0.125133, -3.013182, -2.874290], [1.296731, -3.805188, -3.408233], [-0.039087, -3.419130, -0.996699], [1.594305, -1.137805, -2.095880], [-0.072352, -0.693773, -1.926140], [0.672515, -0.614300, -3.496147], [0.920097, -3.203590, -0.515510], [-0.243087, -4.472628, -1.034203], [-0.869923, -2.803431, -0.649463], [1.868413, -3.331500, 2.763958], [2.965370, -4.741308, 2.899974], [4.274151, -4.106283, 3.206198], [2.317773, -5.536976, 4.503771], [2.070800, -2.710156, 3.644868], [0.820600, -3.624163, 2.676506], [2.121276, -2.833498, 1.822554], [1.245530, -5.477854, 4.461757], [2.742050, -4.879520, 5.323160], [2.714637, -6.530846, 4.594392], [-1.151658, 3.010084, -5.951649], [-1.526754, 1.935810, -4.351512], [-0.148294, 1.697386, -3.792505], [-2.355904, 3.239616, -3.406998], [-1.019533, 2.229308, -6.697324], [-0.199356, 3.524208, -5.790395], [-1.980598, 3.503532, -6.354726], [-1.837678, 4.194036, -3.354679], [-2.470290, 2.860362, -2.419942], [-3.337296, 3.274182, -3.918935], [5.276814, -0.417939, 2.968939], [5.979292, 0.878688, 1.930459], [7.066598, 0.203183, 1.190534], [4.610041, 1.037043, 0.723611], [4.723828, -1.123687, 2.371382], [4.630110, -0.027756, 3.728066], [6.151021, -0.869823, 3.460060], [4.869613, 1.822166, -0.028493], [3.707280, 1.428502, 1.276232], [4.479263, 0.109190, 0.242092], [1.840502, 6.479112, 1.529417], [1.906469, 4.777016, 0.588143], [1.415621, 3.897442, 1.655883], [0.477879, 5.207494, -0.506615], [2.239595, 7.269359, 0.888197], [2.473824, 6.366809, 2.419017], [0.783312, 6.491124, 1.774580], [0.204795, 4.317487, -1.128782], [0.660426, 6.139084, -1.116631], [-0.317206, 5.364461, 0.208112], [-4.885753, 1.420310, 0.973774], [-5.699138, 3.052986, 0.535339], [-5.059053, 4.085869, 1.364977], [-5.066215, 3.246090, -1.138258], [-5.313058, 0.551200, 0.477993], [-5.128471, 1.159697, 2.007997], [-3.828091, 1.477525, 0.825860], [-3.971992, 3.182130, -1.147648], [-5.299895, 4.286982, -1.351043], [-5.547578, 2.589286, -1.894154], [-5.427517, -1.282927, -1.891954], [-4.435790, -0.579475, -3.266232], [-4.309198, 0.901152, -2.977457], [-2.929475, -1.344473, -2.799304], [-6.478809, -0.945961, -1.947101], [-5.026148, -0.926982, -0.931144], [-5.377528, -2.383757, -1.950238], [-2.747051, -2.265688, -3.355028], [-2.805388, -1.533467, -1.726461], [-2.100929, -0.684352, -3.143759], [-2.364477, -5.411806, 3.170784], [-1.186990, -5.380422, 3.507854], [-3.033891, -4.301941, 2.671304], [-4.420244, -4.325167, 2.372115], [-2.230957, -3.063359, 2.497212], [-2.953219, -6.312251, 3.264180], [-4.843045, -3.417875, 2.781578], [-4.948208, -5.095264, 2.940083], [-4.620255, -4.476428, 1.299666], [-1.828138, -2.669392, 3.427832], [-1.323169, -3.302206, 1.881852], [-2.862998, -2.350188, 1.991544], [-3.101323, 0.276177, 3.191464], [-4.136289, -0.133272, 3.625932], [-2.586777, 1.547376, 3.341423], [-3.253870, 2.627336, 4.081774], [-1.450928, 2.005342, 2.547831], [-2.375892, -0.364359, 2.642626], [-3.849881, 2.228921, 4.912461], [-3.828716, 3.234579, 3.402560], [-2.446776, 3.153944, 4.573133], [-0.849518, 2.781758, 3.004714], [-0.792453, 1.176817, 2.404710], [-1.911676, 2.290285, 1.583519], [-1.061223, 0.258206, -0.133627], [-1.755006, -0.706084, 0.182831], [0.252152, 0.433329, 0.224687], [0.992666, -0.399520, 1.168562], [1.085878, 1.312330, -0.599730], [-1.483357, 1.062407, -0.782019], [0.602550, -1.393987, 1.391858], [1.129940, 0.110710, 2.116663], [1.931160, -0.728248, 0.671574], [2.045862, 0.836950, -0.821134], [0.543468, 1.618219, -1.506372], [1.266376, 2.248526, -0.059630]],
  "forces_ev_per_a": [[-0.4, -1.4, 0.5], [-0.3, 0.5, 0.5], [0.6, 0.4, -0.9], [-0.5, 0.2, -0.7], [-0.4, -0.1, 0.3], [0.1, 0.5, 0.1], [0.8, 0.4, -0.5], [0.2, 0.0, 0.8], [-0.2, -0.1, -0.1], [0.2, -0.3, -0.1], [0.3, 0.0, -0.8], [-1.4, 0.3, 0.9], [0.7, -0.5, -0.9], [0.5, 0.0, 0.4], [-0.1, 0.4, 0.1], [0.3, 0.2, 0.2], [0.1, -0.1, 0.4], [0.0, -0.3, -0.1], [0.2, 0.1, -0.2], [-0.6, -0.2, 0.0], [0.1, -0.3, 0.5], [0.9, 0.5, 1.4], [-0.7, 0.8, 0.5], [0.5, 0.8, -2.1], [0.0, -0.5, -0.1], [0.0, -0.7, -0.4], [-0.1, -0.4, -0.5], [-0.2, 0.1, -0.1], [-0.2, -0.5, 0.3], [0.1, -0.1, 0.3], [-0.4, -0.1, 0.1], [-0.5, -0.7, 0.6], [0.5, -0.1, 0.1], [1.2, 2.4, -0.3], [-0.2, 0.1, -0.3], [0.0, -0.2, 0.4], [0.4, 0.0, 0.3], [-0.5, -0.2, 0.1], [-0.6, -0.7, -0.9], [0.1, -0.4, -0.2], [0.7, -2.8, 1.3], [1.1, 1.7, -1.4], [-0.5, 0.1, 0.0], [-0.2, -0.3, -1.1], [0.5, -0.2, 0.0], [-0.5, 0.2, 0.1], [-1.2, 1.5, 0.1], [0.1, 0.0, -0.4], [-0.3, -0.4, 0.7], [0.4, 0.3, 0.5], [0.6, 0.0, 0.0], [-1.0, 0.3, -0.2], [0.8, -0.4, -0.5], [0.0, 2.5, 1.1], [0.0, -0.4, -0.3], [-0.4, 0.5, 0.4], [-0.3, 0.0, -0.3], [0.0, -0.6, 0.7], [0.7, -0.7, -0.6], [-0.4, -1.1, -0.4], [0.7, -1.7, -1.1], [0.4, 2.7, 0.1], [-0.7, -1.1, 0.4], [0.3, -0.2, -0.3], [-0.5, 0.0, 0.1], [-0.3, -0.1, -0.3], [0.0, 0.6, 0.1], [0.5, 0.8, 0.4], [0.0, -1.1, 0.6], [-0.4, 0.2, 0.1], [-1.3, 0.4, 0.3], [-0.4, -2.1, -0.2], [0.7, 0.5, 0.4], [0.1, 0.2, -0.2], [-0.1, 0.4, -0.7], [0.2, 0.7, 0.1], [0.6, 0.1, -0.2], [-0.3, -0.3, 0.1], [-0.2, 0.1, -0.1], [0.4, 0.2, 0.7], [-0.2, 0.0, 0.0], [-1.1, 0.8, 0.6], [0.0, -0.8, -0.1], [1.9, -0.2, 0.0], [0.5, -0.2, -0.3], [0.2, -0.2, -0.4], [0.0, 0.4, 0.0], [-0.4, -0.1, 0.0], [-0.2, 0.3, -0.2], [-0.7, -0.2, 0.3], [0.4, 2.1, -0.3], [-0.5, -0.1, -0.3], [2.5, -1.2, 1.0], [-0.8, -0.1, 0.1], [0.4, -1.4, -0.7], [-0.6, -0.4, 0.0], [-0.4, 0.5, -0.5], [0.3, -0.3, -0.2], [-0.1, 0.3, 0.3], [-0.4, 0.0, 0.3], [-0.9, 0.3, 0.3], [0.1, 0.3, -0.1], [2.7, 1.5, -0.3], [-1.5, -0.5, 0.7], [-0.3, -0.3, 0.8], [0.3, -1.3, 0.5], [-1.3, -0.8, -0.6], [-0.3, 0.2, 0.0], [-0.2, -0.1, -0.6], [-0.3, 0.5, 0.0], [0.0, 0.6, -0.1], [-0.4, 0.3, 0.1], [0.4, -0.5, -0.4], [0.9, 0.5, 0.1], [1.1, -0.6, 0.5], [0.0, 0.4, 0.3], [-1.2, -0.3, -0.8], [0.4, -1.0, -0.8], [-0.5, 0.9, 0.5], [0.5, -0.2, 0.1], [-1.1, 0.4, -0.2], [0.4, 0.2, 0.0], [-0.2, 0.9, 0.6], [-0.4, 0.1, -0.1], [0.3, -0.5, 0.1], [0.3, -0.3, 0.0]],
  "e_homo_ev": -8.276,
  "gap_ev": 8.33,
  "total_charge": 0,
  "e_tot_ev": -155764.641
}

***

{
  "formula": "C27H75N3O9",
  "method": "ωB97M-V with the def2-TZVPD basis set",
  "species": ["C", "C", "C", "O", "H", "H", "H", "H", "H", "H", "H", "H", "C", "C", "C", "O", "H", "H", "H", "H", "H", "H", "H", "H", "C", "C", "C", "O", "H", "H", "H", "H", "H", "H", "H", "H", "C", "C", "C", "O", "H", "H", "H", "H", "H", "H", "H", "H", "C", "C", "C", "O", "H", "H", "H", "H", "H", "H", "H", "H", "O", "H", "H", "C", "C", "C", "O", "C", "N", "H", "H", "H", "H", "H", "H", "H", "H", "H", "H", "H", "C", "C", "C", "O", "C", "N", "H", "H", "H", "H", "H", "H", "H", "H", "H", "H", "H", "C", "C", "C", "O", "C", "N", "H", "H", "H", "H", "H", "H", "H", "H", "H", "H", "H"],
  "coordinates": [[-5.350628, -3.869410, -0.407716], [-4.207188, -4.289010, 0.551674], [-2.927658, -3.450290, 0.402914], [-4.656748, -4.062910, 1.890984], [-5.631648, -2.822670, -0.291606], [-6.286018, -4.422770, -0.324376], [-5.012138, -3.920090, -1.442586], [-4.004348, -5.352370, 0.424274], [-2.561508, -3.657620, -0.602596], [-2.122288, -3.739210, 1.078194], [-3.026788, -2.370400, 0.512984], [-3.964338, -4.253820, 2.527934], [-3.435658, 0.544370, -4.311036], [-4.363348, 0.395750, -3.154476], [-3.561428, 0.143750, -1.880086], [-5.022378, 1.619440, -2.960816], [-2.952128, -0.402370, -4.551836], [-2.638218, 1.278530, -4.196126], [-4.103488, 0.763050, -5.144276], [-5.142768, -0.348050, -3.319886], [-4.172958, 0.236530, -0.982576], [-2.781058, 0.897350, -1.774166], [-3.033088, -0.805940, -1.964026], [-4.367078, 2.320110, -2.925636], [0.827562, -4.174680, 4.883474], [0.178482, -2.839200, 4.844334], [1.265082, -1.727400, 4.789444], [-0.678358, -2.724840, 3.727864], [1.587252, -4.235960, 5.662714], [1.374142, -4.323700, 3.952264], [0.134472, -5.014650, 4.929994], [-0.463838, -2.771750, 5.722384], [1.830492, -1.915210, 3.876684], [1.953742, -1.690130, 5.633524], [0.824572, -0.741750, 4.639214], [-1.069118, -1.853040, 3.822024], [-0.746898, 1.602070, 2.209584], [0.236162, 0.741640, 1.404914], [-0.485438, -0.554720, 0.942494], [0.663652, 1.531980, 0.343264], [-1.614978, 1.939360, 1.643224], [-0.208008, 2.457770, 2.616384], [-1.128768, 1.143300, 3.121624], [1.068362, 0.475660, 2.056684], [-1.074028, -0.912020, 1.787474], [0.163362, -1.374590, 0.634334], [-1.150148, -0.390870, 0.094314], [1.430472, 2.084150, 0.512624], [-4.345868, 0.804910, 4.901074], [-3.759358, -0.563060, 4.667664], [-4.225788, -1.102020, 3.320394], [-2.326698, -0.362830, 4.617684], [-4.220938, 1.303520, 3.939894], [-3.863228, 1.389310, 5.684424], [-5.419538, 0.832190, 5.087064], [-3.956468, -1.205270, 5.526044], [-5.212898, -1.560980, 3.375784], [-3.566238, -1.893160, 2.963754], [-4.248608, -0.406430, 2.481494], [-2.180978, 0.321540, 5.274954], [1.110942, -0.055410, -2.098626], [1.930082, -0.495680, -1.871906], [0.834622, 0.370200, -1.287006], [2.078212, 2.988350, -3.000486], [0.724302, 3.678500, -3.194246], [0.351852, 3.811380, -4.705566], [1.340892, 4.621530, -5.469016], [1.023482, 4.628210, -6.815206], [-0.296848, 2.843730, -2.586856], [2.936502, 3.587940, -3.303696], [2.157192, 2.054500, -3.557066], [2.287172, 2.719680, -1.964986], [0.707562, 4.659590, -2.719606], [-0.655058, 4.228680, -4.715326], [0.136792, 2.854460, -5.181126], [1.646512, 5.256130, -7.452116], [-0.029538, 4.816670, -7.024296], [1.067462, 3.600330, -7.175246], [-0.201368, 1.856710, -2.778606], [-0.030018, 2.793950, -1.614016], [2.366422, -3.339560, -1.038046], [3.644992, -2.508900, -1.393726], [3.884602, -2.431930, -2.941616], [4.017482, -3.735370, -3.513686], [3.804742, -3.715530, -4.925556], [3.513082, -1.099000, -0.937986], [1.545932, -3.081940, -1.707766], [1.894222, -3.030910, -0.105386], [2.537862, -4.407270, -1.174836], [4.559382, -2.872240, -0.924716], [4.748102, -1.805400, -3.165046], [3.046262, -1.861410, -3.341346], [4.556182, -3.086260, -5.402466], [2.909982, -3.139140, -5.160646], [3.885312, -4.726250, -5.325626], [3.326242, -1.123160, 0.054294], [4.353522, -0.567970, -1.116186], [3.782362, 2.362800, 3.324264], [4.090712, 2.210230, 1.838304], [3.650002, 3.398220, 0.987014], [2.213462, 3.446540, 1.025974], [1.762332, 4.628960, 0.322904], [5.467252, 1.879550, 1.619834], [4.183922, 3.296470, 3.718104], [4.012362, 1.570400, 4.036514], [2.703432, 2.431610, 3.463094], [3.458652, 1.388400, 1.501874], [3.982332, 3.207610, -0.033436], [4.046792, 4.347240, 1.347594], [2.109232, 4.780070, -0.699316], [2.172002, 5.468470, 0.884584], [0.688222, 4.814390, 0.323694], [5.592222, 1.129040, 2.284084], [6.102922, 2.631710, 1.844104]],
  "forces_ev_per_a": [[0.5, 0.4, 0.0], [-0.1, 1.4, 0.8], [0.1, -0.7, -1.2], [-1.1, -0.3, 0.1], [0.2, 0.1, 0.4], [0.3, -0.4, 0.3], [0.1, -0.3, -0.1], [0.2, -0.1, -0.2], [0.3, 0.3, -0.2], [-0.2, -0.3, 0.2], [-0.6, -0.1, 0.0], [0.3, -0.1, -0.2], [-0.3, -1.1, -1.4], [1.3, 0.7, 1.7], [0.2, -0.5, -0.1], [-1.4, 0.8, -0.2], [0.1, -0.1, 0.0], [-0.3, 0.2, 0.2], [0.4, 0.4, -0.4], [0.1, -0.1, -0.1], [-0.1, -0.4, 0.0], [0.1, 0.2, -0.2], [-0.1, -0.2, 0.4], [0.2, 0.0, 0.1], [0.6, -0.9, -0.9], [0.4, 1.0, 0.8], [-0.7, -0.4, -0.4], [0.1, -0.4, -0.5], [-0.2, 0.0, 0.2], [0.1, 0.0, -0.2], [-0.2, 0.1, 0.3], [0.1, 0.4, 0.4], [0.3, 0.0, 0.0], [-0.1, -0.1, 0.1], [-0.2, 0.1, 0.3], [-0.4, 0.3, -0.1], [0.3, 0.1, 1.0], [-1.6, -0.3, 0.9], [0.4, 0.4, 0.1], [-0.4, -0.9, -2.2], [0.2, 0.0, -0.3], [0.0, 0.4, -0.4], [0.0, -0.5, -0.2], [0.2, -0.1, 0.1], [0.0, -0.1, -0.1], [0.3, 0.1, 0.1], [-0.1, 0.4, 0.0], [0.3, 0.3, 0.7], [-0.7, 0.6, -0.6], [0.4, 0.7, -0.3], [0.2, -1.1, 0.0], [-0.4, -0.4, -0.2], [0.1, 0.5, 0.2], [0.1, -0.1, 0.1], [-0.1, -0.3, 0.2], [-0.3, -0.5, -0.3], [-0.1, 0.1, 0.2], [0.1, -0.1, 0.3], [0.1, 0.6, 0.4], [0.6, 0.1, 0.1], [-1.0, 0.0, -1.1], [0.8, -0.2, 0.5], [0.0, 0.3, 0.6], [0.9, 0.4, -0.2], [0.9, -1.5, -1.5], [0.6, 1.1, 0.4], [-1.2, -0.6, 1.8], [-0.8, -1.3, -0.9], [-0.9, 0.3, 0.9], [0.0, 0.3, -0.2], [-0.3, 0.0, -0.1], [-0.4, 0.0, 0.2], [-0.1, 0.1, -0.1], [0.0, 0.9, -0.2], [0.9, -0.5, 0.0], [0.2, 0.1, 0.5], [-0.3, 0.8, 0.2], [0.6, -0.4, -0.4], [0.4, -0.2, -1.0], [-0.4, 0.3, 0.7], [0.3, 1.0, -0.8], [0.0, 0.4, -0.7], [-0.4, -0.4, 1.1], [-0.4, 0.4, -0.2], [0.6, 1.0, 0.7], [-0.8, -0.8, -0.6], [0.2, 0.1, -0.6], [0.7, -0.5, 0.6], [0.0, 0.1, 0.5], [-0.1, -0.8, 0.0], [0.5, -0.1, 0.1], [-0.5, -0.3, -0.3], [0.6, -0.1, -0.1], [-0.7, -0.7, -0.1], [-0.4, 0.1, 0.1], [0.1, 0.3, 0.3], [0.2, 0.0, 0.2], [-1.2, 1.0, 0.3], [-0.8, 0.4, 0.8], [-0.3, -0.7, 0.4], [0.1, 1.2, -1.2], [0.4, 0.8, 1.0], [0.3, -0.7, -0.8], [0.2, 0.1, 0.1], [0.7, -0.4, -0.6], [-0.3, 0.3, -0.1], [0.2, -0.4, -0.3], [0.1, 0.2, -0.2], [0.1, 0.1, 0.1], [0.3, -0.7, -0.1], [0.1, 0.3, 0.0], [-0.1, -0.9, 0.3], [0.9, -0.3, 0.0], [0.0, 0.1, 0.3]],
  "s_squared": 0.75,
  "e_homo_ev": [0.665, -6.993],
  "multiplicity": 2,
  "gap_ev": [1.78, 9.38],
  "total_charge": -1,
  "e_tot_ev": -52109.599
}

***

Which formula does entry 1 have? C27H75N3O12S9